Entry 1:
This record from the OMol25 dataset describes C25H14Cl6NOPRu as an isolated structure in a non-equilibrium geometry. The level of theory is ωB97M-V/def2-TZVPD.

Last column: Löwdin charge in e.
Cartesian coordinates (Å):
Ru  -1.50690  0.25096  -0.01071  0.809
Cl  -4.55312  -3.74559  4.84924  0.819
C  -3.94852  -3.04804  3.44706  -0.673
C  -3.12417  -1.89119  3.55907  -0.699
Cl  -2.74443  -1.20376  5.06313  0.788
C  -2.64487  -1.33861  2.40559  -0.512
Cl  -1.62438  0.08244  2.40700  0.866
C  -2.93619  -1.87952  1.13689  -0.403
O  -2.45888  -1.32333  0.05750  -0.250
C  -3.75729  -3.02891  1.02900  -0.603
Cl  -4.10191  -3.63634  -0.51128  0.831
C  -4.26024  -3.60263  2.18697  -0.685
Cl  -5.26045  -4.97125  2.09503  0.789
Cl  -1.69414  0.16652  -2.36220  0.859
C  -0.07865  -0.23349  -2.98128  -0.551
C  0.02282  -0.49148  -4.32918  -0.057
C  1.28567  -0.79623  -4.82832  -0.010
C  2.39254  -0.83142  -3.99207  -0.023
C  2.25889  -0.55643  -2.63957  -0.035
C  1.00620  -0.23964  -2.11373  -0.360
P  0.77278  0.20326  -0.39513  1.020
C  0.31509  1.93401  -0.30845  -0.433
C  0.25937  2.76646  -1.44891  -0.062
C  -0.20208  4.05360  -1.33063  -0.013
C  -0.62252  4.54600  -0.08724  0.001
C  -0.53922  3.76452  1.04734  -0.039
C  -0.06568  2.46064  0.94334  -0.159
C  2.19350  -0.23051  0.57390  -0.372
C  2.45289  -1.58148  0.82492  -0.079
C  3.59918  -1.93521  1.51312  -0.039
C  4.47543  -0.94723  1.95055  -0.022
C  4.21331  0.39430  1.70622  -0.035
C  3.06835  0.76288  1.01764  -0.061
H  -0.84556  -0.46586  -4.97310  0.129
H  1.39494  -1.01458  -5.88204  0.132
H  3.36624  -1.07205  -4.39546  0.128
H  3.12510  -0.57589  -1.99034  0.122
H  0.57966  2.38828  -2.41134  0.117
H  -0.24012  4.69607  -2.19973  0.130
H  -0.99187  5.56049  -0.01610  0.133
H  -0.83091  4.15896  2.01057  0.131
H  0.12846  1.90333  1.85025  0.077
H  1.77113  -2.35100  0.48011  0.118
H  3.81168  -2.97694  1.71005  0.124
H  5.37204  -1.22719  2.48729  0.126
H  4.90165  1.15442  2.04929  0.125
H  2.86736  1.80899  0.82333  0.116
N  -3.70752  2.47974  -0.00672  0.086
C  -2.89468  1.65990  -0.01086  -0.400

Properties
Net charge: +2
Kohn-Sham gap, eV: 5.18
E, eV: -116678.0784
HOMO level, eV: -14.4
Largest force on an atom, eV Å⁻¹: 1.460

Entry 2:
This record from the OMol25 dataset describes C25H14ClF8MgO3PSSe as an isolated structure in a non-equilibrium geometry. The level of theory is ωB97M-V/def2-TZVPD.

Last column: Löwdin charge in e.
Cartesian coordinates (Å):
Mg  1.34268  -1.13761  1.14150  0.409
Cl  2.52384  -2.23732  -1.70514  0.758
C  1.11633  -2.23792  -2.71457  -0.635
C  1.03002  -3.16457  -3.74224  -0.108
C  -0.03433  -3.14277  -4.59972  -0.082
C  -0.93338  -2.07657  -4.65851  -0.057
C  -0.85811  -1.17614  -3.61868  -0.078
C  0.05842  -1.29353  -2.60662  -0.365
P  0.06257  -0.33533  -1.07156  1.045
C  -1.65174  0.26782  -1.11393  -0.353
C  -2.05830  1.39555  -1.81602  -0.105
C  -3.36627  1.83809  -1.86872  -0.048
C  -4.30467  1.02921  -1.19277  -0.060
C  -3.97344  -0.12954  -0.46019  -0.055
C  -2.63334  -0.40052  -0.35473  -0.089
C  1.04987  1.08001  -1.47744  -0.397
C  1.14635  2.05106  -0.50519  -0.129
C  1.89943  3.22108  -0.62953  -0.067
C  2.69754  3.32757  -1.73981  -0.075
C  2.66468  2.34582  -2.76505  -0.063
C  1.96092  1.17915  -2.56753  -0.076
H  1.69499  -4.02090  -3.78936  0.114
H  -0.28465  -3.92523  -5.32092  0.116
H  -1.60969  -1.95215  -5.51582  0.120
H  -1.63882  -0.41583  -3.48320  0.111
H  -1.29101  1.95489  -2.24940  0.090
H  -3.69276  2.68312  -2.43797  0.102
H  -5.33572  1.36255  -1.13584  0.100
H  -4.67333  -0.68373  0.12061  0.102
H  -2.27999  -1.25945  0.17794  0.090
H  0.38006  2.08854  0.26646  0.112
H  1.84426  4.06643  0.07088  0.122
H  3.17693  4.27257  -1.94872  0.102
H  3.24991  2.45489  -3.73026  0.128
H  1.85435  0.44098  -3.35922  0.101
F  3.57516  1.36698  4.30217  0.154
C  3.13615  1.41216  3.05146  -0.652
F  3.65961  2.48164  2.43808  0.129
F  1.82461  1.67017  3.12518  0.137
S  3.65363  -0.14771  2.18529  0.599
O  3.25930  -0.00547  0.78000  -0.344
O  5.02493  -0.42280  2.54752  -0.226
O  2.56653  -1.03707  2.74780  -0.396
F  -2.71627  0.68613  5.97799  0.111
C  -2.19249  -0.19926  5.10930  -0.109
C  -1.72039  0.22478  3.82905  -0.138
F  -2.16679  1.39652  3.31838  0.107
C  -0.87220  -0.56361  3.15429  -0.198
F  -0.33961  -0.08197  1.93442  -0.069
C  -0.52413  -1.90938  3.45419  -0.482
Se  0.08041  -3.20104  2.10678  0.651
C  -0.88544  -2.30373  4.76010  -0.194
F  -0.64431  -3.56402  5.25461  0.055
C  -1.70073  -1.43599  5.55987  -0.115
F  -2.15157  -1.83652  6.76476  0.103

Properties
Net charge: 0
Kohn-Sham gap, eV: 7.92
E, eV: -157472.8635
HOMO level, eV: -8.0
Largest force on an atom, eV Å⁻¹: 2.922

Entry 3:
This record from the OMol25 dataset describes C25H15Br6IrN2O5 as an isolated structure. The level of theory is ωB97M-V/def2-TZVPD.

Last column: Löwdin charge in e.
Cartesian coordinates (Å):
Ir  0.92088  0.50327  0.20605  1.480
C  -5.00159  -2.82834  0.54686  -0.073
O  -5.25002  -1.43423  0.61647  -0.063
C  -4.18934  -0.60861  0.72562  -0.272
C  -4.50249  0.76634  0.74697  -0.003
C  -3.48651  1.66453  0.86134  -0.019
C  -2.12514  1.28102  0.94668  -0.107
C  -1.13702  2.30053  1.15978  -0.336
C  -1.54794  3.72193  1.42597  0.005
O  0.10579  2.11008  1.18211  -0.104
C  -1.81991  -0.11563  0.88760  -0.309
O  -0.61702  -0.61420  0.95623  -0.173
C  -2.88358  -1.03726  0.80372  0.055
H  -5.97302  -3.30056  0.43478  0.093
H  -4.52327  -3.18870  1.46039  0.096
H  -4.37507  -3.07199  -0.31379  0.097
H  -5.53581  1.07151  0.66940  0.118
H  -3.73422  2.71637  0.87782  0.110
H  -2.28409  3.79751  2.22434  0.092
H  -1.98870  4.13765  0.51752  0.103
H  -0.66064  4.29650  1.67528  0.091
H  -2.61587  -2.08255  0.77489  0.112
Br  0.63505  3.28453  -6.10827  0.701
C  1.20393  2.80134  -4.37593  -0.765
C  2.49564  3.07520  -3.94700  -0.762
Br  3.72333  3.93899  -5.09069  0.701
C  2.89854  2.69805  -2.66023  -0.652
Br  4.63784  3.01697  -2.00820  0.763
C  2.02007  2.05961  -1.79481  -0.420
O  2.36021  1.68482  -0.56719  -0.258
C  0.70192  1.78623  -2.23252  -0.430
O  -0.11883  1.16389  -1.38392  -0.257
C  0.31301  2.15104  -3.51216  -0.658
Br  -1.45694  1.72764  -4.00537  0.764
Br  2.88699  -3.07337  5.39160  0.802
C  2.50882  -1.96043  3.92324  -0.665
C  2.31736  -0.60393  4.11230  -0.073
C  2.01028  0.16945  3.00838  -0.057
N  1.91100  -0.34571  1.78467  -0.037
C  2.12319  -1.66434  1.59932  -0.172
C  2.42085  -2.50629  2.65515  -0.037
C  2.04105  -2.10213  0.18724  -0.164
C  2.40804  -3.35739  -0.26007  -0.038
C  2.35673  -3.61471  -1.61967  -0.666
Br  2.83101  -5.31511  -2.26343  0.804
C  1.96867  -2.61801  -2.49821  -0.060
C  1.61961  -1.38528  -1.98069  -0.029
N  1.64497  -1.13908  -0.66936  -0.031
H  2.38766  -0.15563  5.09180  0.113
H  1.82865  1.23298  3.08548  0.130
H  2.56820  -3.56456  2.50374  0.109
H  2.74083  -4.11844  0.42895  0.108
H  1.93106  -2.78411  -3.56435  0.117
H  1.30581  -0.56742  -2.61581  0.127

Properties
Net charge: 0
Kohn-Sham gap, eV: 5.64
E, eV: -462481.4992
HOMO level, eV: -7.0
Largest force on an atom, eV Å⁻¹: 0.395

Entry 4:
This record from the OMol25 dataset describes C25H15F12N3O6Pd as an isolated structure in a non-equilibrium geometry. The level of theory is ωB97M-V/def2-TZVPD.

Last column: Löwdin charge in e.
Cartesian coordinates (Å):
Pd  -1.20044  0.58869  0.30192  1.041
C  3.95516  -3.65341  2.75222  -0.080
C  3.21086  -2.49231  2.15792  -0.300
C  3.72396  -1.79571  1.06802  -0.069
C  3.00646  -0.79201  0.47332  -0.025
C  1.70946  -0.42791  0.91602  -0.232
N  0.96186  0.41309  0.18112  0.006
C  1.52346  1.34229  -0.64308  -0.240
C  2.52766  2.19279  -0.13148  -0.018
C  3.14116  3.14169  -0.91048  -0.064
C  2.79486  3.28879  -2.24718  -0.286
C  3.46986  4.32529  -3.10008  -0.072
C  1.80246  2.46419  -2.76768  0.004
C  1.15296  1.50839  -2.00298  -0.050
C  0.10706  0.55799  -2.61378  -0.400
O  -0.97764  0.25509  -1.90988  -0.170
C  -0.41334  1.08649  -3.98818  -0.551
F  -1.46364  0.37439  -4.41438  0.139
F  -0.83084  2.35729  -3.93828  0.147
F  0.46986  1.03489  -5.02548  0.106
C  0.89426  -0.77051  -2.95648  -0.526
F  0.30056  -1.52721  -3.90488  0.126
F  1.01756  -1.56181  -1.88968  0.157
F  2.15336  -0.56811  -3.42448  0.118
C  1.23876  -1.07701  2.08812  -0.069
C  1.97626  -2.10131  2.65662  -0.003
C  -0.09544  -0.64591  2.70632  -0.422
O  -0.51894  0.58409  2.43952  -0.146
C  -1.16954  -1.70541  2.24232  -0.527
F  -1.16504  -2.89651  2.88512  0.126
F  -1.02244  -2.03351  0.93202  0.090
F  -2.42154  -1.23191  2.34782  0.127
C  -0.05264  -0.70141  4.27262  -0.540
F  0.06926  -1.90511  4.90142  0.094
F  0.96846  0.02609  4.75122  0.144
F  -1.17034  -0.18401  4.79142  0.148
H  5.02476  -3.55561  2.57272  0.061
H  3.62426  -4.58851  2.29222  0.070
H  3.77866  -3.72621  3.82472  0.066
H  4.69846  -2.06391  0.67742  0.099
H  3.40616  -0.28301  -0.39118  0.108
H  2.79556  2.07889  0.90962  0.120
H  3.90956  3.77839  -0.48628  0.100
H  4.38546  4.67029  -2.62178  0.062
H  2.81826  5.18839  -3.24258  0.073
H  3.71676  3.92199  -4.08038  0.069
H  1.56586  2.59019  -3.81268  0.109
H  1.58566  -2.63611  3.50842  0.111
O  -7.28004  0.85239  0.55902  0.081
C  -6.92404  -0.38861  0.34392  -0.544
O  -7.73284  -1.30061  0.33032  0.037
C  -5.48694  -0.65181  0.09762  -0.058
C  -4.95554  -1.87981  -0.25938  -0.012
N  -3.63314  -1.70721  -0.41898  0.029
N  -3.27174  -0.45431  -0.17668  0.031
C  -4.36114  0.21699  0.14492  -0.123
C  -4.20334  1.68299  0.49712  -0.583
O  -5.25974  2.35629  0.61692  -0.003
O  -3.04704  2.10429  0.63482  -0.029
H  -6.45654  1.52489  0.57422  0.059
H  -5.44224  -2.82531  -0.38998  0.122
H  -2.92914  -2.37511  -0.70048  0.161

Properties
Net charge: -2
Kohn-Sham gap (spin up / spin down), eV: 6.33 / 6.32
E, eV: -79017.5654
HOMO level (spin up / spin down), eV: -1.8 / -1.8
Largest force on an atom, eV Å⁻¹: 3.902